Here is C39H33GeN7O4SW as an isolated structure from OMol25. Energies are from ωB97M-V with the def2-TZVPD basis set.

Geometry as XYZ:
```
86
Properties=species:S:1:pos:R:3:forces:R:3:lowdin_spin:R:1
W 0.727826 -0.730929 -0.697462 -0.4 0.0 -1.8 0.905
O 3.115252 -0.648997 2.777422 -0.1 0.1 -0.1 0.021
C 2.602664 -0.934642 1.632838 0.2 -0.7 -0.2 0.027
O 1.778371 -0.221537 1.039674 0.4 0.4 0.6 0.021
C 2.968266 -2.183398 0.927699 -0.2 0.6 0.3 0.007
C 3.931567 -3.092032 1.266857 0.2 -0.3 0.0 0.006
C 4.161739 -4.159461 0.381362 0.0 0.1 0.2 0.020
C 3.424994 -4.238488 -0.781052 -0.1 0.0 -0.2 -0.003
C 2.458562 -3.265776 -1.034657 0.1 -0.3 0.0 0.023
N 2.229220 -2.272692 -0.195573 0.1 0.2 0.1 0.003
C 1.601261 -3.195204 -2.262764 0.0 0.0 0.0 0.005
O 1.659626 -4.003220 -3.139534 -0.1 0.0 0.0 0.006
O 0.829076 -2.128271 -2.221311 -0.2 -0.2 0.0 0.020
H 2.703637 0.157319 3.163885 0.0 -0.1 0.1 0.000
H 4.496717 -2.972450 2.182543 0.0 0.0 0.0 0.000
H 4.917329 -4.901208 0.606359 0.0 0.0 0.0 0.001
H 3.569001 -5.026084 -1.510593 0.0 0.0 0.0 -0.001
C -0.898910 0.912843 -4.422570 0.0 0.0 0.0 0.044
C -0.063193 0.488166 -3.257011 0.1 0.0 -0.2 0.310
N -0.618839 -0.131687 -2.159134 0.4 -0.1 0.3 0.135
N -1.731544 -0.925171 -2.445789 0.2 0.0 -0.1 0.040
C -1.991596 -2.040250 -1.800465 -0.2 -0.2 0.0 0.049
N -3.002773 -2.812254 -2.179201 0.0 0.1 0.1 0.022
S -1.105537 -2.512050 -0.376793 0.2 0.2 -0.1 0.206
C 1.346762 0.641729 -3.243845 0.0 0.0 -0.1 0.046
C 2.074370 1.190465 -4.315988 0.0 0.1 -0.1 0.079
C 3.447746 1.188403 -4.289256 0.0 0.0 0.0 0.023
C 4.117793 0.643203 -3.187992 0.0 0.0 0.0 0.084
C 3.367756 0.139913 -2.155544 0.0 0.1 0.0 0.033
N 2.024751 0.152058 -2.162777 0.0 -0.2 0.2 0.109
H -1.951300 1.029001 -4.155589 0.0 0.0 0.0 0.002
H -0.816607 0.218841 -5.264369 0.0 0.0 0.0 0.015
H -0.586871 1.893620 -4.782035 0.0 0.0 0.0 0.009
H -2.213064 -0.716405 -3.310950 -0.1 0.1 0.0 0.001
H -3.563703 -2.615862 -2.995333 0.0 0.0 0.0 0.000
H -3.196410 -3.667836 -1.683635 0.0 0.0 0.0 0.000
H 1.548959 1.587145 -5.172648 0.0 0.0 0.0 0.004
H 4.008126 1.595183 -5.120667 0.0 0.0 0.0 -0.001
H 5.196796 0.608317 -3.139458 0.0 0.0 0.0 0.004
H 3.845336 -0.281186 -1.278978 0.0 0.0 0.0 0.001
C -4.735753 2.768585 -0.007247 0.0 0.0 0.0 -0.001
C -3.791882 3.206229 0.910050 0.0 0.0 0.0 0.000
C -2.714838 2.394115 1.246522 0.0 0.1 0.0 -0.001
C -2.559406 1.136522 0.659770 -0.2 0.1 -0.2 -0.001
C -3.529217 0.702766 -0.248511 0.0 0.1 -0.1 0.000
C -4.611189 1.509343 -0.578808 0.1 -0.1 0.0 0.000
Ge -1.046292 0.043084 1.161064 -0.5 -0.2 0.8 -0.003
C -0.176200 0.791721 2.744225 0.1 0.1 0.3 -0.005
C -0.045127 0.020354 3.901326 0.1 -0.1 0.0 0.008
C 0.661650 0.480124 5.011204 0.0 0.0 -0.1 0.001
C 1.248837 1.736428 4.986870 0.0 0.0 0.0 0.000
C 1.094109 2.538953 3.860691 0.0 0.0 -0.1 0.000
C 0.388141 2.072144 2.758767 0.0 0.0 0.1 -0.001
C -1.890035 -1.640872 1.916481 -0.1 -0.5 0.1 0.236
C -1.078885 -2.735227 2.412826 -0.2 0.6 -0.1 0.119
C -1.610276 -3.741691 3.163365 -0.4 -0.1 0.2 0.009
C -2.996802 -3.746462 3.409308 0.0 0.2 -0.1 0.203
C -3.832680 -2.722214 2.901043 0.2 -0.5 0.2 0.033
C -3.299261 -1.710884 2.152471 0.4 0.2 -0.2 0.078
H -5.573256 3.402212 -0.267114 0.0 0.0 0.0 0.000
H -3.896497 4.180809 1.369100 0.0 0.0 0.0 0.000
H -2.003731 2.749700 1.981751 0.0 0.0 0.0 0.000
H -3.464813 -0.283331 -0.693048 0.0 0.0 0.0 0.000
H -5.363843 1.155512 -1.272156 0.0 0.0 0.0 0.000
H -0.494619 -0.962517 3.970816 0.0 0.0 0.0 0.005
H 0.740497 -0.138667 5.895880 0.0 0.0 0.0 0.000
H 1.791162 2.102700 5.848929 0.0 0.0 0.0 0.000
H 1.506915 3.540260 3.851075 0.0 0.0 0.0 0.000
H 0.261328 2.739816 1.918062 0.0 0.0 -0.1 0.000
H -0.012653 -2.733034 2.208890 0.1 0.0 0.0 0.004
H -0.991303 -4.533621 3.562769 0.0 0.0 0.0 -0.002
H -3.433632 -4.551593 3.987504 0.0 0.0 0.0 0.009
H -4.891927 -2.745641 3.121333 0.0 0.0 0.0 0.000
H -3.934630 -0.914084 1.787539 0.0 0.0 0.0 0.002
N -2.233945 5.075291 -1.864999 0.1 -0.1 0.0 0.001
C -1.287656 4.525159 -1.517902 0.1 0.1 0.1 0.000
C -0.125848 3.811583 -1.052747 -0.2 0.0 -0.1 0.003
C 1.062872 4.441722 -0.722790 0.1 0.1 0.0 0.001
C 2.114911 3.654164 -0.275768 0.0 0.0 0.0 0.003
C 1.939381 2.292836 -0.170974 0.0 0.0 0.0 0.003
N 0.787017 1.678324 -0.493802 -0.2 -0.3 0.1 0.014
C -0.221355 2.429648 -0.935080 0.1 0.1 0.1 0.005
H 1.162275 5.515516 -0.814258 0.0 0.0 0.0 0.000
H 3.065597 4.092227 -0.006025 0.0 0.0 0.0 0.000
H 2.751064 1.672800 0.174264 0.0 0.0 0.0 0.000
H -1.141371 1.930089 -1.188359 0.0 0.0 0.0 0.002
```
Forces are in eV/Å.

The calculation puts the largest force on an atom at 0.0367 hartree/bohr. Its total charge is +3. As for the multiplicity: 4. For the HOMO-LUMO gap (spin up / spin down), the calculation gives 5.69 / 5.07 eV.